[1]
DFT (wB97M-V/def2-TZVPD) results for an isolated ion of composition C5H12NO2 and charge -1.

```
20
Properties=species:S:1:pos:R:3:forces:R:3
C -0.572 -1.423 -0.993 -1.348 -0.402 1.522
C -0.143 -0.410 0.131 0.215 1.374 -2.142
N -1.031 -0.269 1.211 -0.477 -0.416 0.720
C -0.450 -0.147 2.777 0.654 1.326 -1.401
O -0.955 0.710 3.586 -0.691 0.580 -0.132
C 0.246 0.942 -0.653 -0.311 -0.414 -0.094
C 1.594 0.905 -1.323 1.322 -1.515 -0.253
O -0.780 1.374 -1.535 -0.738 0.497 -0.256
H -0.497 -1.138 -2.041 0.689 -0.182 0.010
H -0.069 -2.316 -0.648 0.429 -0.583 -1.026
H -1.617 -1.716 -0.844 -0.134 0.426 -0.014
H 0.787 -0.874 0.434 0.408 0.423 0.798
H -1.887 0.235 1.002 0.254 0.166 0.167
H 0.614 0.097 2.463 -0.013 -0.598 0.323
H -0.599 -1.158 3.088 0.300 -1.435 0.209
H 0.301 1.767 0.024 -0.152 0.305 0.958
H 1.693 0.044 -2.084 -0.112 1.163 1.082
H 1.956 1.838 -1.809 -0.591 -0.448 0.334
H 2.262 0.689 -0.449 0.013 0.058 -0.981
H -0.854 0.849 -2.336 0.282 -0.325 0.176
```
Forces are in eV/Å.

molar mass: 118.16 g mol⁻¹
total charge: -1
energy above the lowest of the compared OMol25 structures with the same formula, charge and spin: 377.9 kJ/mol
SMILES: C[C@H](NC[O-])[C@@H](C)O
electronic energy: -402.885540 Ha
Kohn-Sham gap: 6.04 eV

---

[2]
DFT (wB97M-V/def2-TZVPD) results for a 2-piece molecular cluster, C4H3Br overall.

```
8
Properties=species:S:1:pos:R:3:forces:R:3
C -2.244 1.831 -0.491 0.130 0.555 -0.329
C -1.784 0.745 -0.359 1.171 -3.094 0.780
C -1.231 -0.551 -0.118 -0.559 1.103 -0.328
C -0.760 -1.648 0.055 0.507 -0.610 0.085
H -2.454 2.824 -0.735 -0.487 0.774 -0.034
H -0.277 -2.630 0.200 -0.725 1.263 -0.168
Br 3.788 -0.371 -0.069 0.561 0.084 -0.207
H 2.497 -0.591 0.415 -0.598 -0.076 0.201
```
Forces are in eV/Å.

molar mass: 130.97 g mol⁻¹
energy above the lowest of the compared OMol25 structures with the same formula, charge and spin: 95.0 kJ/mol
SMILES: C#CC#C.Br
electronic energy: -2728.086194 Ha
Kohn-Sham gap: 10.93 eV

---

[3]
DFT (wB97M-V/def2-TZVPD) results for a 5-piece molecular cluster, C34H82B2N7O3S overall.

```
129
Properties=species:S:1:pos:R:3:forces:R:3
C 8.189 0.314 -0.658 -0.108 -0.006 0.673
C 6.828 0.554 0.119 0.060 -0.049 -1.114
B 5.665 0.940 -0.916 1.167 -0.359 -0.832
O 5.570 0.470 -2.217 -0.210 -0.189 1.958
N 4.555 1.861 -0.453 0.193 -0.699 -0.247
C 3.557 1.203 0.319 -2.084 4.383 0.531
S 3.508 -0.544 0.723 0.757 0.145 -0.567
C 2.678 2.301 0.629 0.298 -3.007 1.108
C 1.404 1.948 1.473 0.074 -0.135 -0.867
C 0.273 1.430 0.469 -0.847 0.869 -0.337
C -1.201 1.669 0.984 0.501 0.458 0.106
O 0.472 0.036 0.172 0.157 0.626 0.028
N 3.173 3.509 0.072 0.893 -1.815 -0.637
B 2.541 4.865 0.225 -1.189 1.360 0.668
N 1.754 5.113 1.414 2.080 -0.455 -0.646
O 2.662 5.915 -0.712 1.093 -1.202 0.880
C 4.347 3.179 -0.616 -0.715 -0.014 0.590
C 5.277 4.145 -1.386 -0.485 0.658 -0.387
C 5.633 3.661 -2.855 0.498 -1.313 0.872
H 8.116 -0.521 -1.401 0.125 0.779 0.590
H 8.966 0.046 0.098 -0.491 0.100 -0.736
H 8.527 1.256 -1.156 -0.307 -0.860 0.237
H 6.497 -0.391 0.628 0.439 0.902 -0.080
H 6.984 1.386 0.847 -0.313 -0.826 -0.260
H 6.029 -0.390 -2.268 0.094 0.611 -0.366
H 2.593 -0.737 1.723 0.290 0.985 -0.580
H 1.063 2.747 2.169 0.097 -0.471 -0.827
H 1.667 1.067 2.120 -0.147 0.954 -0.562
H 0.380 1.987 -0.505 -0.066 -0.248 0.945
H -1.927 1.253 0.236 0.706 0.265 0.793
H -1.346 1.191 1.991 0.046 0.348 -0.998
H -1.412 2.785 1.086 0.365 -1.394 -0.091
H 0.600 -0.071 -0.785 -0.123 -0.044 0.481
H 1.650 6.108 1.603 -0.361 -0.381 0.017
H 2.148 4.615 2.217 -0.730 0.276 -0.075
H 3.373 6.489 -0.366 -0.643 0.120 -0.483
H 6.218 4.379 -0.816 -0.953 -0.516 -0.299
H 4.745 5.126 -1.491 0.302 -1.026 0.307
H 5.537 4.451 -3.630 -0.008 -0.573 0.718
H 6.690 3.277 -2.817 -0.948 0.505 -0.380
H 5.017 2.752 -3.096 0.427 1.125 -0.130
C -1.160 -0.610 -4.658 -0.049 -0.082 0.002
C 0.069 -1.504 -4.760 -0.169 0.042 -0.026
N 0.385 -2.214 -3.528 0.296 0.111 0.365
C 1.694 -2.858 -3.557 0.173 0.122 -0.036
C 1.915 -3.989 -4.563 0.130 -0.180 0.031
C -0.691 -3.020 -2.961 -0.343 0.127 0.034
C -1.285 -4.129 -3.831 -0.100 -0.174 0.082
H -1.055 0.114 -3.846 -0.011 -0.070 0.024
H -1.287 -0.053 -5.589 0.022 -0.037 0.033
H -2.073 -1.186 -4.498 0.019 0.049 0.020
H 0.916 -0.858 -5.014 0.122 -0.201 0.079
H -0.066 -2.192 -5.606 -0.009 0.035 -0.095
H 1.933 -3.227 -2.554 -0.194 0.005 0.013
H 2.442 -2.081 -3.754 -0.134 0.082 -0.069
H 1.434 -4.914 -4.245 -0.040 0.044 -0.081
H 2.984 -4.202 -4.645 -0.039 0.027 0.001
H 1.558 -3.736 -5.562 -0.018 0.008 0.040
H -1.503 -2.346 -2.668 0.082 0.052 -0.109
H -0.353 -3.454 -2.015 0.214 0.057 -0.094
H -1.452 -3.810 -4.861 0.023 0.014 0.020
H -2.254 -4.433 -3.426 0.035 0.023 -0.018
H -0.654 -5.017 -3.840 0.005 0.014 -0.118
C -4.163 -11.145 -5.170 0.065 -0.003 0.048
C -4.075 -9.707 -5.665 0.036 -0.158 0.064
N -4.091 -8.716 -4.599 -0.131 0.279 0.121
C -4.265 -7.354 -5.086 -0.220 0.014 -0.107
C -3.161 -6.762 -5.965 0.079 0.240 -0.021
C -3.082 -8.879 -3.561 -0.015 -0.334 0.112
C -1.612 -8.872 -3.987 0.192 0.055 0.153
H -5.052 -11.296 -4.555 0.060 0.056 0.024
H -4.226 -11.824 -6.024 0.010 0.050 0.020
H -3.284 -11.434 -4.592 -0.046 -0.011 0.001
H -4.944 -9.536 -6.309 0.064 0.229 0.058
H -3.186 -9.608 -6.303 0.020 -0.052 -0.099
H -4.432 -6.688 -4.233 0.081 -0.141 0.082
H -5.202 -7.320 -5.653 0.038 -0.155 0.004
H -2.289 -6.474 -5.378 0.025 -0.078 -0.064
H -3.529 -5.853 -6.450 -0.008 -0.042 0.014
H -2.843 -7.444 -6.754 -0.013 -0.013 0.044
H -3.280 -9.820 -3.039 -0.040 0.004 -0.136
H -3.232 -8.114 -2.793 -0.123 0.101 -0.175
H -1.433 -9.460 -4.888 -0.046 0.016 0.004
H -0.998 -9.303 -3.191 -0.034 0.001 -0.030
H -1.244 -7.860 -4.155 0.019 -0.030 -0.116
C -2.380 5.629 1.577 -0.019 0.168 0.015
C -3.621 4.932 2.115 -0.015 -0.009 -0.084
N -4.300 5.648 3.182 0.013 0.013 0.322
C -5.318 4.847 3.852 0.070 -0.218 0.115
C -6.532 4.403 3.034 -0.205 -0.022 0.071
C -4.687 7.022 2.885 0.263 0.200 -0.159
C -5.617 7.258 1.692 -0.131 0.182 -0.020
H -1.664 5.827 2.377 -0.072 0.068 0.012
H -1.887 4.990 0.840 -0.059 0.033 -0.012
H -2.627 6.569 1.080 0.076 -0.007 0.024
H -3.289 3.964 2.505 -0.266 -0.006 0.125
H -4.297 4.722 1.275 0.054 -0.102 -0.111
H -5.668 5.384 4.739 0.083 0.136 -0.108
H -4.829 3.948 4.245 0.106 0.052 -0.107
H -7.236 5.220 2.876 0.045 -0.034 -0.083
H -7.072 3.622 3.576 0.044 0.026 -0.015
H -6.254 3.989 2.064 0.010 0.032 0.016
H -3.774 7.605 2.724 0.019 -0.133 -0.024
H -5.134 7.469 3.777 -0.013 -0.234 0.055
H -5.339 6.666 0.819 0.012 -0.017 0.034
H -5.574 8.310 1.397 0.010 -0.045 0.016
H -6.655 7.043 1.941 0.012 -0.078 -0.091
C 0.733 0.944 9.189 -0.033 0.082 -0.013
C 1.493 0.795 7.878 -0.062 0.034 0.168
N 0.688 1.072 6.696 -0.065 -0.076 -0.347
C 1.341 0.682 5.456 -0.018 -0.239 0.049
C 2.627 1.414 5.062 0.082 0.033 -0.278
C 0.021 2.368 6.665 -0.188 0.049 0.290
C 0.894 3.622 6.762 -0.072 0.208 -0.060
H -0.155 0.308 9.204 0.011 0.061 -0.057
H 1.374 0.646 10.021 -0.006 0.015 -0.057
H 0.426 1.976 9.370 -0.016 -0.044 0.012
H 1.841 -0.241 7.825 0.006 0.065 -0.234
H 2.392 1.427 7.919 0.084 -0.005 0.065
H 0.622 0.763 4.632 -0.092 0.109 0.113
H 1.569 -0.388 5.522 -0.004 0.044 0.146
H 2.422 2.414 4.676 0.045 0.031 0.105
H 3.131 0.863 4.261 0.020 -0.015 0.038
H 3.333 1.497 5.889 -0.043 0.012 -0.010
H -0.705 2.396 7.482 0.117 -0.086 0.014
H -0.593 2.433 5.761 0.126 -0.177 -0.061
H 1.675 3.533 7.518 -0.016 -0.040 -0.017
H 0.273 4.479 7.037 0.022 -0.045 -0.006
H 1.361 3.865 5.807 0.106 -0.002 0.048
```
Forces are in eV/Å.

molar mass: 690.77 g mol⁻¹
total charge: +1
electronic energy: -2401.437703 Ha
Kohn-Sham gap: 6.50 eV

---

[4]
DFT (wB97M-V/def2-TZVPD) results for a 3-piece molecular cluster, C45H72B2ClF9N4O8 overall.

```
141
Properties=species:S:1:pos:R:3:forces:R:3
C 4.019 -2.125 1.367 -0.785 0.105 -0.759
C 3.242 -1.267 0.247 -0.053 -0.245 -0.987
C 4.142 -1.106 -1.094 -0.436 1.462 0.117
C 3.689 0.266 -1.797 -0.279 0.527 0.403
C 2.124 0.355 -2.158 -0.306 -0.226 -0.039
C 1.687 -0.622 -3.383 0.691 0.824 -0.220
C 0.723 0.138 -4.433 0.779 -0.383 -0.601
C -0.661 -0.615 -4.732 -0.707 0.083 0.488
C -1.854 -0.193 -3.713 0.477 -1.103 -0.212
N -2.399 -1.245 -2.928 -1.241 6.481 -0.588
C -3.470 -0.688 -2.129 -2.180 -0.274 2.112
C -4.242 -1.695 -1.165 -1.403 2.846 0.496
B -3.727 -3.258 -1.256 -0.361 -1.350 -0.985
O -3.792 -3.925 -2.548 0.861 0.726 2.700
O -3.245 -4.019 -0.128 0.554 1.682 -1.823
C -2.062 -3.347 0.431 0.074 0.088 0.902
C -5.412 -1.233 -0.221 2.061 0.862 -1.707
C -6.050 -2.349 0.722 0.131 -0.903 0.389
C -7.209 -3.242 -0.019 0.819 -0.609 0.738
C -6.849 -4.828 -0.026 -1.542 0.270 0.489
O -6.557 -5.255 -1.382 0.975 -0.183 1.333
C -5.921 0.281 -0.222 3.443 -0.688 -2.904
C -7.121 0.849 0.627 1.271 1.500 1.007
F -7.704 0.022 1.610 1.115 1.052 -2.077
F -6.570 1.968 1.386 -1.107 -2.249 -1.372
C -8.355 1.485 -0.207 -0.818 2.236 -0.249
F -8.551 2.849 0.244 0.442 -3.077 -1.144
F -8.150 1.555 -1.608 -0.288 -0.444 3.091
C -9.789 0.804 0.027 -2.261 2.062 -0.473
F -10.343 1.066 1.329 1.937 -1.151 -3.213
F -10.680 1.530 -0.857 2.232 -1.558 1.859
C -9.930 -0.731 -0.417 -2.702 -1.351 -0.278
F -9.996 -1.519 0.754 0.786 1.472 -3.084
F -11.226 -0.859 -1.031 3.322 0.053 1.515
F -9.009 -1.168 -1.383 -1.948 1.148 2.962
C -5.128 1.276 -1.152 -0.554 -2.166 0.170
C -5.424 2.852 -1.240 0.808 0.055 0.938
C -4.373 3.550 -0.192 0.061 0.078 0.087
C -3.231 4.417 -0.924 -0.765 0.632 0.706
Cl -1.578 3.766 -0.354 -1.079 0.643 -0.751
C -3.929 0.791 -2.077 -0.164 -0.778 0.262
N -3.301 1.802 -2.899 2.039 -4.083 -1.015
C -2.278 1.301 -3.731 -2.020 -0.234 2.366
O -1.628 2.234 -4.617 -2.455 -2.269 -0.272
B -2.402 2.212 -5.869 0.269 -0.181 -0.468
O -3.808 2.527 -5.853 1.899 -1.677 -0.158
O -1.680 1.853 -7.080 -2.007 -0.143 2.288
H 4.973 -2.535 0.874 -1.313 0.622 1.060
H 4.241 -1.426 2.245 -0.123 -1.367 -1.123
H 3.355 -3.012 1.679 1.193 1.443 -0.126
H 2.932 -0.215 0.625 0.721 -1.703 -0.526
H 2.252 -1.755 -0.106 1.562 0.587 0.875
H 5.254 -1.001 -0.798 -1.734 -0.286 -0.588
H 3.996 -1.953 -1.849 0.277 0.883 1.298
H 4.296 0.531 -2.746 -0.916 -0.611 1.503
H 3.901 1.117 -1.038 -0.238 -1.353 -1.262
H 1.912 1.471 -2.389 0.241 -1.883 0.065
H 1.426 0.092 -1.281 1.294 0.498 -1.024
H 1.220 -1.606 -3.020 0.699 1.489 -0.422
H 2.668 -0.866 -3.942 -1.562 0.103 0.831
H 0.623 1.221 -4.088 -0.315 -1.551 -0.579
H 1.292 0.182 -5.444 -1.005 -0.003 1.617
H -0.515 -1.760 -4.671 -0.305 1.888 0.134
H -1.010 -0.412 -5.811 0.507 -0.053 1.702
H -3.186 -4.707 -2.546 -0.842 0.834 0.140
H -2.369 -2.995 1.489 0.781 -0.305 -1.700
H -1.194 -4.106 0.526 -1.488 1.255 -0.281
H -1.752 -2.462 -0.242 -0.291 -1.304 1.263
H -6.407 -1.956 1.752 0.353 -0.217 -2.066
H -5.284 -3.155 1.064 -0.716 1.761 -0.994
H -8.163 -3.141 0.596 1.139 0.090 -1.231
H -7.303 -2.943 -1.115 -0.154 -0.326 1.629
H -7.810 -5.382 0.316 1.533 0.800 -0.570
H -6.039 -5.120 0.725 -0.846 0.578 -1.124
H -5.711 -5.750 -1.340 -0.796 0.496 -0.238
H -6.456 3.174 -0.907 1.238 -0.855 -0.473
H -5.251 3.292 -2.288 -0.187 -1.070 1.554
H -4.931 4.232 0.561 0.778 -1.132 -1.386
H -3.876 2.729 0.449 -0.769 1.358 -1.114
H -3.306 4.425 -2.064 0.374 -0.407 1.711
H -3.308 5.514 -0.563 0.395 -1.900 -0.581
H -4.338 1.783 -5.487 0.406 0.965 -0.103
H -2.238 1.197 -7.563 0.483 1.126 0.147
C 1.208 -0.176 6.611 0.061 -0.130 0.442
C 1.040 -0.888 5.236 0.480 1.843 0.626
C -0.382 -0.655 4.671 -0.163 -0.377 -0.098
C -1.459 -1.471 5.373 -0.004 -0.001 0.001
C -1.097 -2.952 5.365 0.074 0.316 -0.284
C 0.301 -3.220 5.964 -0.564 -1.107 1.694
N 1.369 -2.346 5.372 -1.002 -1.035 -4.241
O 1.633 -2.832 4.117 0.063 0.885 2.663
C 0.219 -3.020 7.498 -0.019 0.312 0.172
C 0.633 -4.727 5.817 0.318 0.240 -0.689
C 2.030 -0.121 4.318 0.027 -0.775 -0.468
H 0.343 0.447 6.856 0.026 -0.084 -0.026
H 1.375 -0.857 7.443 -0.161 -0.068 -0.107
H 2.089 0.472 6.631 -0.152 -0.027 -0.252
H -0.402 -0.908 3.603 0.214 -0.082 0.089
H -0.643 0.407 4.729 0.305 -0.054 0.066
H -1.599 -1.110 6.397 0.026 -0.043 -0.002
H -2.418 -1.328 4.867 0.060 0.019 0.045
H -1.859 -3.510 5.920 0.282 -0.089 0.083
H -1.143 -3.321 4.333 0.212 0.013 0.060
H 1.211 -3.084 7.956 -0.080 0.049 -0.095
H -0.398 -3.796 7.962 0.072 -0.030 -0.288
H -0.241 -2.075 7.788 0.126 0.000 -0.040
H 0.602 -5.067 4.778 0.128 0.220 0.091
H -0.090 -5.341 6.361 -0.032 0.328 0.079
H 1.625 -4.951 6.219 -0.031 0.079 -0.051
H 3.064 -0.262 4.644 -0.113 -0.073 0.015
H 1.820 0.953 4.340 -0.169 -0.193 0.271
H 1.958 -0.427 3.270 0.006 -0.144 0.173
C 8.671 3.211 -3.802 0.418 -0.172 -0.036
C 7.444 3.116 -2.848 0.355 0.630 -1.953
C 7.189 4.474 -2.151 -0.026 -0.064 0.428
C 8.190 4.789 -1.047 0.001 -0.001 0.001
C 8.244 3.648 -0.036 -0.341 0.154 -0.239
C 8.540 2.286 -0.701 1.913 -0.391 0.878
N 7.643 2.000 -1.871 -3.667 0.792 2.232
O 6.417 1.673 -1.368 2.399 0.022 -1.190
C 10.027 2.268 -1.134 0.140 0.169 -0.277
C 8.468 1.172 0.376 -0.778 -0.031 -0.235
C 6.257 2.868 -3.819 -0.357 -0.396 0.699
H 9.040 4.236 -3.891 -0.021 -0.067 0.058
H 9.506 2.579 -3.510 -0.066 0.106 0.164
H 8.431 2.865 -4.812 -0.207 0.139 0.153
H 6.183 4.483 -1.713 0.057 -0.232 -0.062
H 7.200 5.285 -2.887 0.010 -0.288 -0.139
H 9.179 4.977 -1.476 -0.003 -0.049 0.016
H 7.899 5.713 -0.539 0.027 -0.053 -0.055
H 9.007 3.874 0.717 0.027 -0.290 -0.101
H 7.289 3.608 0.502 0.019 -0.169 -0.143
H 10.255 1.370 -1.716 -0.077 0.104 0.023
H 10.689 2.263 -0.263 -0.293 -0.039 0.044
H 10.320 3.144 -1.713 -0.065 -0.096 -0.059
H 7.500 1.137 0.883 0.035 0.010 -0.264
H 9.216 1.336 1.156 0.048 0.203 -0.267
H 8.659 0.190 -0.064 -0.046 0.073 -0.038
H 6.358 1.907 -4.330 0.041 0.049 0.109
H 6.221 3.649 -4.586 0.314 -0.015 0.185
H 5.286 2.886 -3.316 0.190 -0.102 0.082
```
Forces are in eV/Å.

molar mass: 1025.15 g mol⁻¹
spin multiplicity: 3
electronic energy: -3987.179270 Ha
Kohn-Sham gap: 7.35 eV